# 1
13
Properties=species:S:1:pos:R:3:forces:R:3 method="wB97M-V/def2-TZVPD" de_lowest_kj_mol=151.4 total_charge=-1 multiplicity=2 homo_ev="0.0 / -3.2" e_tot_ha=-1275.49032 homo_lumo_gap_ev="3.1 / 6.3"
S -3.836814 -1.553956 0.580840 -2.610 -2.307 -2.468
S -2.624525 -0.562330 2.005967 2.325 1.800 2.621
H -3.475295 -0.851500 -0.490113 -0.019 0.048 -0.414
H -2.364131 0.196294 0.943915 0.308 0.512 0.196
C 1.634494 1.198358 0.025574 3.418 -2.891 0.029
C 1.537751 0.003201 -0.944602 1.777 -0.611 2.625
S 0.662755 -1.398698 -0.171508 1.707 -1.774 -0.716
H 0.878213 1.870394 -0.106981 -1.844 1.886 -0.077
H 2.656603 1.575551 -0.107950 -0.419 0.859 -0.203
H 1.708694 0.759783 1.017394 -0.603 0.330 0.276
H 1.169570 0.312920 -1.844334 -1.298 0.543 -2.488
H 2.603866 -0.404178 -1.168162 -1.906 0.359 0.572
H -0.551182 -1.145834 0.259955 -0.837 1.245 0.046

***

# 2
13
Properties=species:S:1:pos:R:3:forces:R:3 method="wB97M-V/def2-TZVPD" de_lowest_kj_mol=73.4 total_charge=0 smiles=CCS.SS homo_ev=-9.0 e_tot_ha=-1275.51889 homo_lumo_gap_ev=9.3
C 0.856797 -3.417858 0.108557 -1.377 -1.930 0.444
C 0.360873 -2.194935 -0.661634 0.999 0.147 0.508
S 1.834254 -1.126524 -0.907939 -0.289 0.429 -0.986
H 0.281362 -4.345207 -0.132943 0.310 0.631 -0.457
H 0.689058 -3.456836 1.187561 0.113 0.961 0.100
H 1.899778 -3.669346 -0.034505 0.156 0.230 -0.326
H -0.022776 -2.423369 -1.640216 -0.058 -0.350 -0.284
H -0.401506 -1.613158 -0.153440 -0.027 -0.135 0.240
H 1.651650 -0.932611 -2.250532 0.176 0.018 0.762
S -0.631907 5.756964 1.433765 -0.120 -0.772 0.191
S -2.210361 6.021474 0.175324 0.622 2.070 -1.092
H -1.138063 6.249783 2.570573 -0.105 0.160 0.052
H -3.169159 5.151623 0.305429 -0.396 -1.458 0.849